This record from the Open Molecules 2025 dataset describes a gas-phase ion, C11H15O2Si (charge -1) in a non-equilibrium geometry. The level of theory is the ωB97M-V functional and the def2-TZVPD basis.

XYZ file:
```
29
Properties=species:S:1:pos:R:3:mulliken_charge:R:1
C -2.399 1.650 0.039 0.14
C 1.378 1.611 -1.221 -0.79
C 0.103 2.152 -0.739 -0.88
C 2.422 1.438 -0.016 -0.37
C 0.058 2.016 0.742 -0.32
C 1.437 1.434 1.139 -0.12
C -0.966 1.263 -0.080 1.14
C 2.358 0.245 0.884 -1.43
C -2.220 -1.807 -1.203 -1.24
C -1.531 -1.350 1.848 -1.26
C 0.585 -1.314 -0.164 -0.76
O -2.799 2.807 0.026 -0.76
O -3.066 0.588 0.197 -0.74
Si -1.265 -0.688 0.070 0.53
H 1.374 0.504 -1.690 0.00
H 1.798 2.261 -1.957 0.55
H -0.151 3.021 -1.206 0.55
H 3.303 1.999 -0.093 0.46
H -0.330 2.832 1.463 0.31
H 1.774 2.020 2.015 0.40
H -2.267 -2.802 -0.746 0.31
H -3.211 -1.435 -1.389 0.34
H -1.822 -1.855 -2.203 0.35
H -2.461 -1.229 2.146 0.46
H -1.277 -2.382 1.963 0.35
H -0.875 -0.625 2.412 0.26
H 0.836 -2.325 0.074 0.50
H 0.944 -1.114 -1.284 0.26
H 1.391 -0.805 0.451 0.76
```

Results
Strongest force on any atom   4.86 eV/A
E_HOMO   -4.65 eV
Energy relative to the best compared isomer or geometry (same formula, charge and spin)   3.352 eV
Charge   -1
E_LUMO   3.11 eV
Calculated total energy   -867.97015 Eh